82
Properties=species:S:1:pos:R:3:forces:R:3 method="wB97M-V/def2-TZVPD" relative_energy_kj_mol=245.1 homo_energy_ev="-0.20 / -3.30" s2=3.82 orbital_gap_ev="3.45 / 6.53" total_charge=-2 lumo_ha="0.11951 / 0.11869" multiplicity=4
Br -3.22539 -6.39863 -2.48168 -0.1 0.0 0.1
Br -0.79649 -0.48863 -5.47818 0.2 -0.2 -0.5
Br -3.44309 -3.99083 -0.16758 0.1 0.1 -0.1
Br -1.03179 -6.10383 -4.88298 0.0 -0.2 -0.2
Br 0.91181 -3.48883 -5.04708 0.2 0.3 0.0
Ti 0.28631 -0.79913 -0.99038 -2.3 0.9 -0.4
S -0.90039 2.99427 4.29702 -0.8 -0.6 0.3
O -3.25279 4.04837 -5.59488 0.1 -0.1 0.1
O -1.47529 4.11387 5.00342 -0.2 0.1 0.2
O 0.31531 3.20807 3.57502 0.4 -0.2 -0.4
O 0.09391 -1.42093 -2.80788 0.5 -0.2 -1.1
O -1.37049 -1.81013 -0.75558 -0.8 -0.2 0.1
O 4.00551 -3.97653 4.61772 0.7 -1.4 -0.4
O 1.25591 -2.37193 -0.82938 1.5 -1.5 1.0
O 0.61301 -0.47073 0.74372 0.6 0.4 2.1
O 0.57121 4.96457 -0.64978 0.8 0.3 -0.7
O 3.41291 -2.33903 5.94242 0.0 0.8 1.5
O 1.70361 0.28037 -1.73238 1.9 0.9 -0.8
O -0.97149 5.29387 0.91082 -0.7 0.8 0.7
N 3.40901 -2.89923 4.82412 -0.9 0.8 -1.3
N -0.78239 1.07927 -0.65718 -0.7 0.3 0.4
N -0.31309 4.53317 0.13702 0.0 -0.8 -0.1
N -1.59329 2.54347 0.80542 0.4 -0.2 -0.5
N 2.72521 -0.46033 -2.14488 1.3 -0.4 -0.5
N -2.15909 0.68447 -3.41028 -0.1 0.0 -0.3
C 3.66561 -0.86223 -1.23658 -1.1 0.6 -0.3
C -2.90919 1.64077 -2.86308 0.1 -0.1 -0.2
C -2.89219 2.96497 -4.85228 0.1 -0.5 0.2
C 1.45611 -0.41693 2.94012 0.1 0.1 0.3
C 2.71891 -2.29353 3.76932 0.4 -0.5 0.7
C -2.19299 2.29477 3.20352 0.7 0.2 0.4
C -2.14179 -4.85313 -2.59428 0.1 -0.2 -0.1
C -1.42099 -2.73173 -1.66778 -0.2 -0.5 -0.6
C -0.42139 -3.58253 -3.70948 0.0 0.1 0.1
C -0.60469 3.19767 0.07612 0.3 -0.4 -0.6
C -1.21679 -4.72673 -3.61198 -0.2 -0.2 0.0
C -2.10639 1.97387 -5.43768 -0.3 0.7 0.0
C 1.30741 -1.03833 1.68882 0.6 -1.2 0.2
C 0.46761 2.13177 6.45142 0.1 0.1 0.0
C -0.62979 1.65987 5.52262 -0.1 0.6 -0.6
C 2.61041 -2.93033 2.53832 0.2 -0.4 -0.2
C 2.14101 -1.02383 3.96462 -0.3 0.2 -0.4
C 1.92171 -2.32703 1.47192 -0.5 1.1 0.1
C -1.66689 1.26917 0.30682 -0.3 0.0 -0.2
C 4.73491 -1.61673 -1.62638 0.6 -0.4 -0.8
C -0.53949 -2.54723 -2.79058 -0.8 -0.8 -0.2
C -0.10719 2.24827 -0.80998 0.2 1.2 0.1
C -2.35179 3.08057 1.90422 -0.3 0.4 0.4
C -1.78679 0.88067 -4.65908 -0.3 0.0 0.4
C -3.30209 2.78287 -3.53088 0.0 0.2 -0.2
C 4.89441 -1.97363 -2.97048 -1.0 0.6 0.2
C -2.66179 0.26937 0.77692 0.1 0.0 0.0
C 3.92071 -1.54403 -3.88408 1.1 -0.6 0.4
C 1.83061 -2.91433 0.19862 0.1 -0.3 -0.3
C -2.23649 -3.85103 -1.62708 -0.2 0.1 0.3
C 2.85901 -0.79743 -3.46038 -0.8 0.6 0.9
H 3.06701 -3.90053 2.41202 0.1 0.0 0.0
H -2.23239 -0.37073 1.55012 -0.1 -0.1 0.1
H -1.57559 1.51417 6.03902 -0.1 -0.1 0.0
H 2.07511 -0.44723 -4.11498 -0.1 0.0 0.2
H -2.93149 -0.38503 -0.04968 0.0 0.0 0.1
H -1.76839 2.05707 -6.45698 0.0 0.0 -0.1
H -3.41399 3.11727 1.62582 0.2 0.0 0.1
H -3.91909 3.52077 -3.03558 0.0 0.1 0.1
H 0.14831 3.04087 6.95792 0.1 0.0 0.1
H 2.29871 -3.88943 0.01972 -0.1 0.1 0.1
H -3.55399 0.75607 1.16662 -0.1 0.1 0.1
H 5.45181 -1.93273 -0.88268 0.0 0.0 0.1
H -3.21709 1.46357 -1.84348 0.0 0.1 0.1
H -1.89249 1.26837 3.02192 0.0 -0.2 0.0
H 2.25981 -0.54413 4.92362 0.0 0.0 0.1
H 3.99911 -1.80573 -4.92778 -0.1 0.0 -0.1
H -3.70079 4.67947 -5.02018 0.0 0.0 0.0
H 5.73101 -2.56583 -3.29788 0.1 -0.1 0.0
H 0.68741 2.37417 -1.51938 0.0 0.1 0.0
H 1.04131 0.57507 3.05752 -0.1 0.1 0.0
H 0.71581 1.37317 7.19222 0.0 0.0 0.0
H -3.10189 2.32987 3.79982 0.0 -0.1 0.1
H -1.99599 4.11117 2.04632 -0.2 -0.2 -0.3
H -0.33909 0.76667 4.97752 0.0 -0.1 -0.1
H 3.48161 -0.55143 -0.21488 -0.1 0.0 -0.1
H 1.35671 2.35627 5.86552 0.1 0.0 0.1


77
Properties=species:S:1:pos:R:3:forces:R:3 method="wB97M-V/def2-TZVPD" relative_energy_kj_mol=5.0 homo_energy_ev=-13.49 orbital_gap_ev=6.79 total_charge=+2 lumo_ha=-0.24624
Ti -0.19894 -0.05159 0.04605 0.2 0.6 0.7
Cl -0.57104 -0.28603 5.67699 0.0 0.0 0.0
Cl -2.94066 -1.67950 4.71713 0.0 0.0 0.0
Cl -0.38003 -3.06254 4.83953 0.0 -0.1 0.0
Cl -0.52129 -6.01219 -4.22777 0.0 0.0 0.0
S -0.24835 2.07512 1.31101 0.0 0.0 -0.3
P 2.06851 -0.25461 1.31528 -0.4 0.0 -0.2
F -0.36940 4.97047 0.98402 -0.1 0.0 0.0
F 0.43491 6.08188 -0.68140 0.0 0.1 -0.1
F 1.72644 5.49461 0.94630 0.1 0.0 0.1
O -0.68584 -0.17696 -1.87893 0.0 0.1 -0.3
O 0.17312 -1.87461 -0.14869 0.0 -0.5 -0.2
N 4.78280 -0.21628 1.22939 -0.1 0.0 0.0
N -2.33988 -0.01588 0.19688 -0.1 -0.2 0.1
N -4.44363 0.54829 0.43208 0.0 0.0 0.0
N 3.73371 0.31722 3.37502 -0.1 0.0 -0.1
N 3.74758 -1.99322 2.55885 0.0 0.1 0.0
N -0.64057 -0.73856 2.14438 0.0 -0.1 0.0
N -9.91770 4.44017 1.29974 0.0 0.0 0.0
N 1.00199 1.46847 -0.81984 0.0 -0.1 -0.3
C 1.70244 1.56528 -1.96216 0.0 0.1 0.1
C 2.44748 -1.95893 1.89977 0.1 -0.1 0.0
C 0.27967 -4.14401 -0.78761 0.0 -0.1 -0.1
C 0.11105 -5.10442 -1.76402 0.0 0.0 0.1
C -7.82940 2.94780 0.97031 -0.1 0.1 0.0
C -0.33577 -4.77111 -3.05283 0.0 0.0 -0.1
C -3.18143 0.99062 0.36812 0.1 0.1 0.0
C 4.80973 0.62251 2.43018 0.0 0.0 0.0
C -8.99207 3.77727 1.15440 0.0 0.0 0.0
C 1.79554 3.92008 -1.69401 0.0 0.0 -0.1
C 4.82269 -1.62228 1.63590 0.0 0.0 0.0
C -0.62151 -3.46744 -3.36091 0.0 0.0 0.1
C -0.89001 -1.08213 3.20510 0.0 -0.1 0.3
C -5.60766 1.37011 0.61977 0.1 -0.1 0.0
C 0.69407 5.10542 0.19004 0.0 -0.1 0.0
C 2.43210 0.70341 2.84436 0.1 0.0 0.1
C 0.00131 -2.81102 -1.08400 0.1 0.2 0.3
C 1.03357 3.82605 -0.54422 0.2 0.0 0.0
C -7.87191 1.88410 0.07351 0.0 0.0 0.0
C 3.79031 -1.10300 3.72157 0.0 0.0 0.0
C -3.11358 -1.16515 0.14859 0.1 0.0 -0.1
C -6.75106 1.09177 -0.11000 -0.1 0.1 0.0
C -6.67050 3.21625 1.69363 0.0 0.0 0.0
C -0.77758 -1.13182 -2.68546 0.0 0.0 0.1
C -5.55290 2.41708 1.52560 -0.1 0.0 0.0
C 0.67052 2.55269 -0.09729 -0.2 0.0 0.1
C -0.45738 -2.47211 -2.37171 -0.1 -0.1 -0.2
C -1.19373 -1.52128 4.58923 0.0 0.1 -0.4
C 3.62789 0.07653 0.38697 0.2 0.0 0.0
C 2.14597 2.78074 -2.41816 0.0 0.0 0.0
C -4.41673 -0.82252 0.28857 -0.1 0.0 0.1
H 3.65224 1.12358 0.07456 0.0 0.0 0.0
H 5.77416 -1.79992 2.13711 0.0 0.0 0.0
H 2.41806 1.76981 2.61233 0.0 0.0 0.0
H -2.68331 -2.14544 0.03036 0.0 0.0 0.0
H 1.64828 0.52794 3.58533 0.0 0.0 0.0
H -2.90835 2.03044 0.43169 0.0 0.0 0.0
H -1.13636 -0.89088 -3.68946 0.0 0.0 0.0
H 2.44869 -2.63106 1.03909 0.0 0.0 0.0
H -6.77093 0.28426 -0.82953 0.0 0.0 0.0
H 2.73468 2.84528 -3.32087 0.0 0.0 0.0
H 2.96332 -1.34525 4.39253 0.0 0.0 0.0
H -6.65206 4.03765 2.39597 0.0 0.0 0.0
H 0.62496 -4.41261 0.20119 0.0 0.0 0.0
H 1.66886 -2.30706 2.58231 0.0 0.0 0.0
H 4.75149 1.67302 2.14189 0.0 0.0 0.0
H 5.76188 0.45523 2.93368 0.0 0.0 0.0
H -0.97197 -3.19807 -4.34911 0.0 0.0 0.0
H -4.66446 2.60131 2.11534 0.0 0.0 0.0
H -5.31106 -1.41869 0.33282 0.0 0.0 0.0
H 4.77527 -2.25812 0.75039 0.0 0.0 0.0
H 0.32651 -6.14109 -1.53995 0.0 0.0 0.0
H 4.72515 -1.28566 4.25171 0.0 0.0 0.0
H 2.10868 4.89670 -2.04195 0.0 0.0 0.0
H 1.90710 0.64109 -2.48663 0.0 0.0 0.0
H 3.66294 -0.53952 -0.51603 0.0 0.0 0.0
H -8.77529 1.68698 -0.48630 0.0 0.0 0.0


65
Properties=species:S:1:pos:R:3:forces:R:3 method="wB97M-V/def2-TZVPD" homo_energy_ev="-16.62 / -16.62" orbital_gap_ev="5.42 / 5.46" total_charge=+3 lumo_ha="-0.41182 / -0.41007"
Nb 13.59638 12.51875 11.40903 -1.5 0.4 0.2
S 14.13713 11.91701 14.12308 0.8 0.7 -1.2
P 11.66424 10.90675 10.57244 -2.4 -1.3 -0.6
F 15.60744 14.77693 5.93805 0.2 -0.9 1.8
N 16.82099 12.35085 14.96604 -0.7 -0.1 -0.3
N 16.44886 12.63007 12.90778 -0.3 0.0 -1.1
N 18.05428 12.71470 14.40520 -1.4 -0.3 -0.7
N 15.86749 12.70690 11.60522 0.7 1.4 0.0
C 15.31875 14.36451 7.18704 -0.6 0.8 0.3
C 14.31372 14.91435 9.33115 1.0 0.8 0.6
C 14.87714 15.34406 8.12509 -0.4 -0.4 -0.1
C 11.53438 9.10722 6.29200 -0.5 -1.6 1.7
C 11.58728 8.15737 7.38761 0.9 1.3 -1.3
C 18.71248 13.30529 12.06167 -0.2 1.0 0.1
C 12.00715 13.71725 11.82850 0.3 -0.4 -0.1
C 10.06040 8.77223 11.42511 -0.1 -1.8 0.5
C 17.75596 12.87640 13.12905 2.3 0.1 1.3
C 10.33227 12.21934 10.65202 0.9 0.0 -0.1
C 8.30362 14.19415 10.89010 1.3 0.0 0.5
C 11.40359 10.43655 6.59418 -0.6 1.4 -0.7
C 11.10972 9.63837 11.71276 -0.2 0.3 1.6
C 9.84760 15.49256 12.37585 1.4 0.2 -0.3
C 11.40459 10.01658 8.96714 1.3 0.6 -0.1
C 10.69154 13.44112 11.31519 -2.2 -0.1 -0.8
C 9.71480 7.68864 12.31749 -1.1 1.1 -0.5
C 15.83400 12.31507 14.08860 -0.6 -0.3 -1.3
C 15.38874 13.01215 7.59559 -1.0 1.2 0.4
C 9.61045 14.43047 11.47604 0.3 -1.1 0.3
C 11.20173 8.65771 13.92710 -0.5 -1.2 0.2
C 9.05450 11.98066 10.15616 -0.4 1.8 0.6
C 11.12678 15.71267 12.94026 0.3 0.0 -0.8
C 10.29076 7.62158 13.58674 0.8 1.2 -1.2
C 11.32560 10.90112 7.91195 -0.4 1.1 -0.8
C 11.60640 8.63180 8.67580 0.1 0.6 1.1
C 8.04863 12.99514 10.27671 0.9 -0.3 -0.1
C 11.57174 9.64212 13.03648 0.1 -0.2 0.4
C 12.19778 14.89779 12.58457 0.5 -0.2 0.5
C 14.72333 12.62313 8.76810 0.5 -0.4 0.1
C 14.17945 13.55148 9.69802 0.1 0.1 -0.7
H 18.44837 12.88950 11.08782 0.2 -0.2 0.1
H 11.82433 7.11174 7.20245 -0.4 0.2 0.0
H 11.10953 11.99422 8.06185 0.4 -1.2 -0.1
H 11.62855 8.61485 14.91863 0.0 0.3 0.1
H 11.32016 16.61691 13.50755 -0.2 -0.2 0.1
H 9.52368 8.87471 10.49546 0.0 -0.3 -0.2
H 10.05838 6.82643 14.27531 -0.1 0.0 0.1
H 8.71434 11.08995 9.66434 0.5 -0.5 -0.1
H 11.27289 11.19158 5.79189 0.2 -0.7 0.5
H 16.27733 12.01062 10.94135 -0.1 0.1 0.9
H 16.17694 13.63188 11.14556 -0.7 -1.4 1.0
H 11.48971 8.73610 5.27939 0.2 0.1 -0.1
H 7.56325 14.98898 10.96878 0.0 -0.3 0.0
H 9.11483 16.25133 12.59708 -0.5 -0.1 0.0
H 14.64856 11.52438 8.93750 0.2 0.5 0.0
H 12.15092 10.46354 13.44740 0.3 -0.2 -0.3
H 16.63425 12.02758 15.92182 1.0 0.5 -0.2
H 13.24301 15.10830 12.89761 -0.9 0.2 0.1
H 15.92414 12.30350 7.02855 0.2 -0.8 -0.9
H 7.09688 12.79055 9.83005 -0.4 0.0 0.0
H 14.17619 15.69785 10.09930 -0.5 -0.4 -0.6
H 18.64232 14.42117 11.93856 0.2 -0.9 0.2
H 11.79699 7.96099 9.50389 -0.1 -0.1 -0.1
H 8.84710 7.01607 12.05889 1.3 0.8 0.1
H 19.74105 13.03344 12.32813 -0.4 0.1 -0.1
H 14.94570 16.43313 7.92766 0.0 -0.9 -0.1